Entry 1:
ORCA calculation (the ωB97M-V functional and the def2-TZVPD basis) on C9H8BrN3O2 in the gas phase at a distorted geometry.

```
23
Properties=species:S:1:pos:R:3:forces:R:3:mulliken_charge:R:1
Br 5.018 0.483 0.385 -0.243 -0.035 -0.075 -0.19
O -0.490 -2.666 0.159 0.498 -0.763 -0.019 -0.61
O -2.570 -2.357 0.594 -0.712 -0.876 0.221 -0.61
N -0.690 -0.334 -1.159 0.495 0.071 -0.759 -0.91
N -2.615 0.103 0.275 0.233 0.220 -0.132 -0.29
N -1.470 -2.000 0.317 0.052 0.652 -0.215 1.00
C 2.250 0.176 0.890 0.939 0.044 -0.121 -0.80
C 0.579 -0.178 -0.942 -1.153 0.037 0.440 0.24
C -2.718 1.514 0.600 0.147 0.136 -0.116 -0.83
C -0.278 -0.089 1.154 0.764 0.315 -0.447 -1.81
C 3.194 0.218 -0.080 -0.051 0.102 1.283 0.05
C 0.902 -0.025 0.485 -1.148 0.078 0.374 1.48
C 1.627 -0.119 -1.906 0.774 0.068 -0.330 -0.90
C 2.894 0.072 -1.473 -0.559 -0.133 -0.775 -0.32
C -1.312 -0.412 0.124 -0.258 -0.093 0.274 1.44
H -2.184 1.704 1.530 -0.065 0.093 0.031 0.29
H 1.388 -0.233 -2.950 0.023 -0.013 -0.133 0.45
H 2.493 0.286 1.935 0.121 0.017 0.048 0.48
H 3.715 0.116 -2.172 0.016 0.000 -0.066 0.41
H -3.770 1.747 0.745 0.006 0.089 0.047 0.33
H -3.178 -0.126 -0.537 0.111 -0.071 0.098 0.27
H -0.476 -0.048 2.206 0.035 0.005 0.294 0.52
H -2.310 2.169 -0.179 -0.027 0.055 0.076 0.31
```
Positions in Å, forces in eV/Å.

Energy relative to the best compared isomer or geometry (same formula, charge and spin) = 409.7 kJ/mol
HOMO-LUMO gap (spin up / spin down) = 7.279 / 7.280 eV
Highest occupied orbital energy (spin up / spin down) = -8.7172 / -8.7186 eV
LUMO energy (spin up / spin down) = -1.44 / -1.44 eV

---

Entry 2:
ORCA calculation (the ωB97M-V functional and the def2-TZVPD basis) on 2 unconnected molecules or ions with the total composition C9H8Cl2N2O2 at a distorted geometry.

```
23
Properties=species:S:1:pos:R:3:forces:R:3:mulliken_charge:R:1
Cl 3.675 1.429 -0.283 -1.544 -0.263 0.015 0.03
Cl -0.382 -1.833 -0.614 -0.130 -0.566 -0.381 -0.15
O 2.509 -0.861 1.485 1.533 -0.292 1.320 -0.63
O 0.372 -0.977 1.861 -0.022 -0.996 0.945 -0.67
N 1.370 -1.168 1.162 -0.505 1.951 -1.109 0.93
N 1.981 1.723 -0.246 1.091 1.136 -0.079 -0.38
C -1.274 0.858 -1.141 0.466 1.197 0.116 -0.47
C -2.282 0.718 1.426 0.758 1.054 -0.935 -0.55
C -3.116 0.708 0.301 0.670 0.989 -0.080 -0.28
C 1.214 -1.336 -0.202 -1.621 0.368 -0.663 0.41
C -0.409 1.097 -0.045 -3.602 0.330 1.141 0.06
C -2.642 0.922 -1.009 0.455 -1.086 1.478 -0.81
C -0.963 1.144 1.286 -1.449 -1.968 -3.063 -0.53
C 0.918 1.188 -0.215 3.231 -1.580 -0.180 1.05
C 2.318 -1.811 -1.046 0.675 -0.679 0.608 -1.33
H -0.354 1.139 2.100 1.717 0.602 2.078 0.60
H -0.845 0.820 -2.113 0.358 -0.027 -0.673 0.46
H -3.241 0.963 -1.902 -0.392 -0.098 0.114 0.41
H 2.016 -2.508 -1.784 -0.774 -0.557 -0.762 0.43
H -2.651 0.518 2.414 -0.303 0.048 0.142 0.42
H -4.140 0.721 0.538 -1.373 -0.456 -0.185 0.43
H 2.917 -1.090 -1.541 0.307 1.100 -0.339 0.20
H 3.008 -2.364 -0.432 0.456 -0.205 0.494 0.36
```
Positions in Å, forces in eV/Å.

Energy relative to the best compared isomer or geometry (same formula, charge and spin) = 485.2 kJ/mol
HOMO-LUMO gap (spin up / spin down) = 6.233 / 6.234 eV
Highest occupied orbital energy (spin up / spin down) = -7.7165 / -7.7168 eV
LUMO energy (spin up / spin down) = -1.48 / -1.48 eV

---

Entry 3:
ORCA calculation (the ωB97M-V functional and the def2-TZVPD basis) on a gas-phase ion, C9H8ClF3N3O2 (charge +1) at a distorted geometry.

```
26
Properties=species:S:1:pos:R:3:forces:R:3:mulliken_charge:R:1
Cl 2.287 -3.201 0.195 -0.082 0.000 0.047 0.07
F -2.798 -0.682 2.159 0.024 -0.511 0.586 -0.22
F 1.734 2.296 -1.861 0.002 0.140 -0.409 -0.31
F -2.904 -1.784 -1.801 0.101 -0.738 -0.265 -0.22
O -3.162 0.381 -1.738 -0.366 0.764 -0.200 -0.34
O -2.981 1.178 1.035 -0.338 0.821 -0.174 -0.34
N -0.584 -3.067 0.358 0.123 0.782 0.947 -0.58
N -2.145 -0.760 0.029 -0.098 -0.069 0.057 0.19
N 1.354 -1.793 0.033 0.203 0.363 -0.059 -0.03
C -2.701 0.047 1.071 0.382 -0.030 -0.083 0.57
C 1.335 0.544 -0.361 0.175 0.221 -0.181 0.15
C 1.636 2.901 0.449 -0.009 -0.576 -0.146 -1.24
C 2.038 1.870 -0.600 0.266 -0.463 1.115 0.12
C -0.064 0.520 -0.298 -0.293 -0.365 -0.036 0.26
C 2.025 -0.621 -0.202 -0.495 0.389 -0.019 -0.73
C -2.798 -0.606 -1.237 0.253 0.028 0.060 0.58
C -0.717 -0.656 -0.057 0.173 -0.581 -0.015 -0.33
C 0.010 -1.858 0.135 -0.318 -0.482 -0.054 0.31
H 0.702 3.367 0.152 -0.074 0.257 0.032 0.37
H -0.646 1.420 -0.433 -0.042 0.169 -0.029 0.53
H 3.098 -0.664 -0.248 0.172 -0.223 0.003 0.41
H 1.482 2.378 1.389 -0.052 0.052 0.234 0.38
H -1.570 -2.951 0.578 -0.080 0.026 -0.368 0.34
H 3.105 1.673 -0.504 0.220 0.128 -0.387 0.40
H 2.419 3.627 0.614 -0.008 0.302 -0.203 0.36
H -0.154 -3.557 1.141 0.163 -0.405 -0.450 0.30
```
Positions in Å, forces in eV/Å.

HOMO-LUMO gap = 9.301 eV
Charge = +1
Highest occupied orbital energy = -14.2846 eV
LUMO energy = -4.98 eV

---

Entry 4:
ORCA calculation (the ωB97M-V functional and the def2-TZVPD basis) on a molecular structure, C9H8FeN2O4 at a distorted geometry.

```
24
Properties=species:S:1:pos:R:3:forces:R:3:mulliken_charge:R:1
Fe -0.142 -0.253 0.437 -0.765 0.194 0.302 0.21
O 2.157 0.168 -1.288 -3.294 -0.591 2.417 -0.27
O -0.471 2.459 -0.844 -0.025 -2.418 0.790 -0.37
O -0.110 -2.570 -1.370 -0.374 3.023 2.838 -0.24
O -2.760 -0.032 -0.968 1.840 0.500 0.300 -0.33
N 0.101 0.052 4.331 -0.152 0.181 -0.656 -0.01
N 0.431 -0.414 2.226 0.061 0.103 1.148 0.04
C -0.462 1.362 -0.387 -0.835 3.237 -1.034 0.36
C -0.501 0.061 -4.540 -0.786 -5.172 0.345 -0.15
C -0.275 0.362 3.064 0.859 -0.791 1.283 -0.34
C 1.296 -1.228 2.973 -0.798 0.767 0.302 -0.18
C -0.186 -1.716 -0.579 -0.079 -4.912 -3.282 0.36
C 1.079 -0.941 4.292 -0.311 0.410 -0.664 -0.50
C 1.251 -0.008 -0.569 6.259 1.081 -3.342 0.42
C -1.671 0.092 -0.543 -2.825 -0.160 -0.390 0.42
C -0.312 1.358 -4.307 0.671 5.283 -0.020 -0.16
H 1.548 -1.345 5.170 -0.082 0.057 0.137 0.40
H -0.293 0.513 5.155 0.370 -0.388 -0.292 0.25
H -1.157 2.074 -4.304 0.446 -0.475 0.018 0.31
H 0.688 1.817 -4.213 -0.456 -0.396 0.203 0.33
H 0.336 -0.671 -4.558 -0.564 0.627 -0.486 0.33
H -1.526 -0.362 -4.489 0.656 0.228 -0.305 0.33
H 1.986 -1.922 2.501 -0.286 0.220 0.225 0.44
H -1.007 1.143 2.812 0.470 -0.610 0.162 0.35
```
Positions in Å, forces in eV/Å.

HOMO-LUMO gap (spin up / spin down) = 6.251 / 3.231 eV
Charge = +2
Spin multiplicity = 5
Highest occupied orbital energy (spin up / spin down) = -14.6878 / -16.1333 eV
LUMO energy (spin up / spin down) = -8.44 / -12.90 eV

---

Entry 5:
ORCA calculation (the ωB97M-V functional and the def2-TZVPD basis) on C9H8N2O in the gas phase at a distorted geometry.

```
20
Properties=species:S:1:pos:R:3:forces:R:3:mulliken_charge:R:1
O 2.374 -1.956 -0.189 -2.885 5.587 -0.925 -0.59
N 1.486 2.547 0.324 1.839 -9.011 -9.100 -0.43
N 1.928 0.299 -0.969 -2.948 -1.073 2.606 -0.13
C 1.694 1.544 -0.595 -2.133 9.681 10.167 0.41
C -0.397 -0.036 0.465 1.472 -8.716 2.798 0.47
C -1.153 -1.288 0.268 2.312 -0.206 -1.748 -0.70
C 0.881 -0.665 1.088 -0.760 4.305 3.814 -0.39
C 1.707 -0.836 -0.082 5.273 -5.957 0.183 0.25
C -2.928 0.029 -0.643 -2.791 -1.009 -3.227 -0.36
C -2.424 1.044 0.033 1.290 -0.857 -0.304 -0.38
C -1.136 0.990 0.592 -3.669 2.527 -0.697 -0.51
C -2.292 -1.224 -0.395 -4.283 -3.258 -0.377 -0.26
H -3.792 0.324 -1.501 2.091 -1.590 2.829 0.18
H 1.404 0.071 1.874 -0.660 -1.022 -2.049 0.32
H -2.846 -2.299 -0.390 0.943 2.828 -0.964 0.21
H -0.711 -2.342 0.345 -0.382 1.898 0.353 0.24
H -2.920 1.925 -0.016 -1.185 2.842 0.057 0.44
H -0.963 1.883 0.990 2.028 3.406 1.783 0.59
H 0.542 -1.468 1.864 1.238 0.776 -2.429 0.35
H 2.679 0.289 -1.532 3.213 -1.150 -2.772 0.29
```
Positions in Å, forces in eV/Å.

Energy relative to the best compared isomer or geometry (same formula, charge and spin) = 717.7 kJ/mol
HOMO-LUMO gap = 9.429 eV
Highest occupied orbital energy = -9.5847 eV
LUMO energy = -0.16 eV